The following is a DFT calculation (ωB97M-V/def2-TZVPD) of the molecule C24H29FN6O3.

Properties
charge	0
energy above the lowest of the compared OMol25 structures with the same formula, charge and spin	1.6	kcal per mole
gap between HOMO and LUMO	7.93	eV
LUMO energy	0.63	eV

```
63
C24H29FN6O3, DFT ωB97M-V/def2-TZVPD
O 1.50272 3.85764 -1.76257
C 0.53479 3.72427 -1.03759
N 0.22472 4.50373 0.00684
H -0.63247 4.26489 0.49091
C 1.03065 5.60028 0.47718
C 1.63824 5.32404 1.85757
H 1.94418 6.26979 2.30684
H 0.87323 4.88038 2.49780
C 2.86829 4.40972 1.80707
N 2.60703 3.14092 1.18503
C 3.21986 2.62877 0.09351
N 2.74850 1.45832 -0.23114
C 1.77766 1.18372 0.68042
C 1.67755 2.21191 1.56983
H 1.04689 2.35331 2.42320
H 1.21487 0.27626 0.61428
H 3.99766 3.14184 -0.43484
H 3.22983 4.24539 2.82999
H 3.66283 4.89682 1.23552
H 1.81793 5.75289 -0.26591
H 0.41101 6.50147 0.52829
C -0.51060 2.62818 -1.24771
O -1.56531 2.63469 -0.62809
N -0.15310 1.74814 -2.18136
C -0.98953 0.67215 -2.63599
H -1.99055 0.85120 -2.23880
H -1.03923 0.70183 -3.73020
C -0.48569 -0.73473 -2.24290
C 0.82937 -0.97497 -2.92374
C 2.08682 -0.50125 -2.68834
C 2.90379 -1.04803 -3.71061
C 2.08598 -1.80367 -4.48905
O 0.82391 -1.76832 -4.02206
H 2.26525 -2.39359 -5.36587
H 3.95475 -0.89244 -3.84112
H 2.40077 0.13494 -1.88277
N -0.33441 -0.91771 -0.80369
C -1.48106 -0.57424 0.02460
H -1.11961 -0.55535 1.05827
C -2.60649 -1.61318 -0.08497
N -2.13701 -2.93167 0.29528
C -2.22355 -3.36898 1.60488
C -2.65011 -2.54405 2.65404
C -2.79739 -3.03282 3.93791
C -2.51116 -4.35811 4.19621
C -2.09298 -5.20606 3.18716
C -1.95830 -4.71336 1.90693
H -1.66432 -5.39353 1.12314
H -1.88764 -6.24198 3.40677
F -2.64524 -4.83726 5.45757
H -3.12288 -2.38768 4.73901
H -2.86251 -1.50117 2.48404
C -1.00753 -3.31770 -0.52967
H -1.35502 -3.42397 -1.56304
C 0.10885 -2.25780 -0.45057
H 0.47566 -2.21846 0.58063
H 0.93918 -2.54186 -1.09802
H -0.60488 -4.27506 -0.20675
H -2.94512 -1.67905 -1.12557
H -3.46612 -1.33273 0.52151
H -1.83983 0.42492 -0.21354
H -1.20790 -1.44393 -2.68970
H 0.78915 1.82699 -2.54444
```